Here is a molecular structure, C57H49BrN5O2P2Pt at a distorted geometry from the OMol25 dataset. Energies are from wB97M-V/def2-TZVPD.

As for the charge: +1. Its total energy is -6001.57587 Ha. As for the highest occupied orbital energy: -9.430 eV.

Geometry (Å):
Pt 0.18 0.54 -0.30
Br 0.39 -5.73 3.33
P 2.36 0.13 -0.75
P -0.47 2.65 -0.94
O 2.35 3.06 -0.14
O -1.84 0.45 -0.23
N -3.60 -1.66 5.46
N -4.04 -0.75 4.73
N -1.70 -4.88 -1.73
N -0.17 -0.35 1.71
N -1.59 -2.35 -1.60
C 0.77 6.38 -2.08
C -1.93 -4.10 3.17
C 0.32 -0.59 4.03
C 3.63 2.60 -0.26
C -3.02 2.42 -2.07
C -0.63 2.98 1.81
C -1.25 3.27 0.59
C 4.76 3.33 0.10
C -0.94 -4.57 4.01
C -1.97 -0.35 3.33
C 3.96 -0.89 1.35
C -2.09 2.88 -4.65
C 3.58 -3.05 2.35
C 2.11 6.38 -1.73
C -4.17 0.21 2.57
C 2.46 -0.56 -2.42
C 1.86 0.18 -3.45
C 4.28 -1.85 2.30
C -1.67 2.69 -2.29
C -1.59 -2.91 -0.25
C 0.03 5.23 -1.86
C -0.46 -2.85 -2.38
C -2.85 -4.30 -2.42
C -2.90 4.57 1.77
C 2.57 -3.30 1.43
C 0.60 4.11 -1.26
C 2.96 -1.14 0.41
C -0.46 -4.41 -2.36
C 6.01 2.82 -0.19
C -3.90 2.40 -3.15
C 3.23 -2.16 -4.04
C 5.02 0.83 -1.08
C 1.96 -0.25 -4.76
C -2.31 4.23 2.98
C -1.00 -0.47 4.35
C -0.89 -4.18 5.34
C -1.17 3.45 3.00
C -2.83 -2.75 -2.27
C 1.92 4.17 -0.84
C 3.75 1.31 -0.76
C 6.15 1.60 -0.84
C -3.44 2.63 -4.43
C -1.82 -3.25 5.80
C 2.26 -2.35 0.47
C -1.21 2.90 -3.59
C -2.35 0.26 0.98
C -3.38 -0.30 3.56
C -1.71 -4.46 -0.33
C -2.74 -2.69 4.94
C 3.14 -1.74 -2.73
C 2.70 5.29 -1.12
C -3.67 0.49 1.28
C -2.38 4.10 0.58
C 2.65 -1.42 -5.06
C -1.49 -0.18 2.03
C 0.70 -0.59 2.68
C -2.83 -3.16 3.63
H -3.38 2.23 -1.08
H 0.28 2.39 1.81
H 3.76 -3.08 -4.28
H 6.89 3.38 0.09
H 1.72 -0.75 2.38
H 4.66 4.26 0.64
H -2.74 4.59 3.91
H -0.40 -4.83 -3.37
H -4.32 0.84 0.50
H 1.50 0.33 -5.55
H -5.23 0.33 2.78
H -0.69 3.20 3.94
H 1.47 -2.55 -0.24
H -3.78 5.20 1.75
H -1.30 -0.41 5.39
H -4.95 2.20 -2.98
H -2.42 -2.48 0.30
H 2.03 -4.24 1.46
H -1.73 3.06 -5.66
H -1.01 5.21 -2.16
H -4.13 2.62 -5.27
H -2.87 -2.25 -3.24
H -0.57 -2.48 -3.40
H 1.32 1.09 -3.21
H 3.83 -3.80 3.09
H 4.50 0.05 1.35
H -2.65 -4.81 0.11
H 5.07 -1.65 3.02
H -0.16 3.09 -3.76
H 5.12 -0.16 -1.51
H -3.61 -2.79 2.98
H -1.99 -4.47 2.15
H 3.74 5.32 -0.87
H 0.38 -4.80 -1.78
H -3.76 -4.73 -1.99
H 1.08 -0.69 4.79
H 2.73 -1.75 -6.09
H -0.89 -4.96 0.19
H 7.13 1.23 -1.12
H 0.32 7.25 -2.53
H -2.84 4.38 -0.36
H 3.59 -2.32 -1.94
H -0.67 -2.61 0.25
H -2.81 -4.60 -3.47
H -0.14 -4.58 6.00
H 0.46 -2.44 -1.98
H -3.68 -2.39 -1.68
H -1.80 -2.92 6.83
H 2.72 7.26 -1.92